# 1
{
  "formula": "C36H48MnO4S2SbSi",
  "method": "ωB97M-V with the def2-TZVPD basis set",
  "multiplicity": 5,
  "homo_lumo_gap_ev": [6.76, 8.39],
  "s2": 6.1618,
  "symbols": ["Mn", "C", "C", "C", "C", "C", "C", "C", "C", "C", "C", "C", "C", "H", "H", "H", "H", "H", "H", "H", "H", "H", "H", "H", "H", "H", "H", "H", "H", "H", "H", "C", "Si", "C", "C", "O", "H", "H", "H", "H", "H", "H", "H", "H", "H", "C", "C", "C", "C", "C", "C", "C", "Sb", "C", "C", "C", "C", "C", "C", "C", "C", "C", "C", "C", "C", "C", "C", "H", "H", "H", "H", "H", "H", "H", "H", "H", "H", "H", "H", "H", "H", "H", "H", "H", "H", "H", "H", "H", "O", "S", "O", "O", "S"],
  "coordinates": [[0.7719, 0.2485, 1.2515], [-1.1289, -0.6116, 4.4764], [-1.3107, 0.5030, 3.4792], [-2.1915, 0.3429, 2.3934], [-3.0083, -0.9238, 2.3241], [-2.3418, 1.3835, 1.4666], [-3.3104, 1.3087, 0.3122], [-1.6266, 2.5835, 1.6365], [-1.8874, 3.7150, 0.6740], [-0.7507, 2.7387, 2.7132], [0.0409, 4.0084, 2.8993], [-0.6223, 1.7080, 3.6582], [0.2044, 1.9457, 4.8953], [-1.6569, -0.3991, 5.4101], [-0.0741, -0.7452, 4.7168], [-1.4959, -1.5569, 4.0964], [-2.3700, -1.7934, 2.1639], [-3.7551, -0.9065, 1.5379], [-3.5385, -1.0812, 3.2649], [-4.2131, 1.8893, 0.5235], [-3.6248, 0.2959, 0.0850], [-2.8741, 1.7314, -0.5929], [-1.5441, 3.4806, -0.3361], [-1.4064, 4.6371, 0.9818], [-2.9589, 3.9145, 0.6040], [-0.5445, 4.7636, 3.4324], [0.3469, 4.4311, 1.9451], [0.9519, 3.8249, 3.4632], [1.2684, 1.9945, 4.6644], [0.0545, 1.1737, 5.6432], [-0.0738, 2.8984, 5.3495], [-0.1801, -3.8563, 3.0907], [0.9296, -3.0120, 1.8352], [2.6654, -2.9146, 2.5231], [0.9205, -4.0891, 0.2937], [0.3432, -1.5212, 1.4587], [0.0970, -4.9110, 3.1591], [-1.2318, -3.8129, 2.8003], [-0.0797, -3.4256, 4.0861], [2.9413, -3.8669, 2.9815], [2.7446, -2.1339, 3.2793], [3.4029, -2.6969, 1.7492], [1.4134, -5.0410, 0.5041], [1.4439, -3.6293, -0.5467], [-0.0946, -4.3125, -0.0371], [3.3373, -1.1960, -0.6264], [3.3748, -0.4014, -1.8984], [4.5831, -0.2889, -2.5829], [4.6861, 0.4416, -3.7546], [3.5679, 1.0754, -4.2737], [2.3578, 0.9782, -3.6051], [2.2554, 0.2524, -2.4206], [0.3655, 0.0894, -1.4575], [-0.5724, 1.7498, -2.4116], [0.1304, 2.9465, -2.2666], [-0.3437, 4.1258, -2.8178], [-1.5372, 4.1129, -3.5215], [-2.2360, 2.9260, -3.6707], [-1.7724, 1.7288, -3.1278], [-2.5709, 0.4746, -3.3468], [-0.3082, -1.6905, -2.4241], [0.3434, -2.0308, -3.6069], [-0.0129, -3.1731, -4.3089], [-1.0235, -3.9844, -3.8220], [-1.6671, -3.6502, -2.6416], [-1.3276, -2.5074, -1.9242], [-2.0554, -2.1916, -0.6518], [4.0529, -2.0179, -0.6632], [2.3567, -1.6413, -0.4408], [3.6027, -0.5677, 0.2294], [5.4570, -0.7870, -2.1818], [5.6381, 0.5118, -4.2638], [3.6329, 1.6430, -5.1925], [1.4887, 1.4745, -4.0186], [1.0668, 2.9665, -1.7199], [0.2139, 5.0435, -2.6901], [-1.9259, 5.0249, -3.9544], [-3.1683, 2.9199, -4.2218], [-3.5718, 0.7166, -3.7010], [-2.6732, -0.1001, -2.4285], [-2.0969, -0.1748, -4.0846], [1.1429, -1.4104, -3.9885], [0.5050, -3.4261, -5.2239], [-1.3065, -4.8829, -4.3541], [-2.4486, -4.2936, -2.2561], [-2.5717, -3.0725, -0.2701], [-2.8125, -1.4212, -0.8077], [-1.3684, -1.8397, 0.1190], [3.0825, 2.4848, 3.3293], [3.0649, 1.4504, 2.3379], [2.0664, 0.3499, 2.7061], [4.3219, 0.8890, 1.9382], [2.0302, 2.0932, 0.6528]],
  "mulliken_spin": [4.192, -0.011, 0.016, 0.047, -0.007, 0.006, -0.016, -0.017, -0.001, -0.023, 0.002, 0.036, -0.007, 0.000, 0.002, -0.001, 0.002, 0.000, 0.001, -0.001, 0.000, 0.004, 0.000, 0.000, 0.000, 0.001, 0.000, -0.002, 0.003, 0.000, 0.001, 0.005, 0.029, 0.002, 0.000, 0.012, -0.002, 0.001, -0.001, 0.000, -0.001, 0.000, -0.001, 0.001, 0.001, 0.023, 0.006, 0.001, -0.001, 0.000, -0.003, -0.014, -0.152, -0.026, 0.011, 0.000, -0.002, 0.002, 0.003, -0.004, -0.033, 0.003, -0.001, 0.000, -0.001, 0.010, -0.024, 0.001, 0.001, 0.003, 0.000, 0.000, 0.000, -0.002, 0.005, 0.000, 0.000, 0.000, 0.000, 0.002, 0.001, -0.001, 0.000, 0.000, 0.000, 0.001, 0.001, 0.039, -0.003, 0.007, 0.028, 0.001, -0.153]
}


# 2
{
  "formula": "C36H48N3P2Se2Tl",
  "method": "ωB97M-V with the def2-TZVPD basis set",
  "multiplicity": 1,
  "total_charge": 2,
  "homo_lumo_gap_ev": [4.84, 4.20],
  "symbols": ["Tl", "C", "C", "C", "P", "C", "C", "C", "C", "C", "C", "C", "C", "C", "C", "N", "C", "C", "C", "C", "C", "C", "C", "P", "C", "C", "C", "C", "C", "C", "H", "H", "H", "H", "H", "H", "H", "H", "H", "H", "H", "H", "H", "H", "H", "H", "H", "H", "H", "H", "H", "H", "H", "H", "H", "H", "H", "H", "H", "H", "H", "H", "H", "H", "H", "H", "H", "H", "H", "H", "Se", "Se", "C", "C", "C", "C", "C", "N", "C", "C", "C", "C", "C", "N", "H", "H", "H", "H", "H", "H", "H", "H"],
  "coordinates": [[-0.5215, -1.2016, -0.6945], [-0.2390, -2.6054, 3.6055], [0.3494, -1.6232, 2.5847], [1.7495, -1.0949, 2.9675], [-0.6259, -0.0995, 2.1242], [-1.3333, 0.3892, 3.7124], [-1.4143, 1.9046, 3.8755], [-2.7028, -0.2803, 3.8982], [-2.3900, 1.2199, 0.0975], [-3.6995, 1.7204, 0.6479], [-3.7378, 3.1694, 0.9816], [-4.8602, 3.7227, 1.8046], [-2.7234, 3.9738, 0.4871], [-1.5764, 3.4941, -0.1329], [-1.2661, 2.1013, -0.1861], [-0.0956, 1.5388, -0.4853], [1.1183, 2.1713, -0.4768], [1.3679, 3.4470, 0.1025], [2.5324, 4.1261, -0.1542], [3.5456, 3.5518, -0.9368], [4.8181, 4.3070, -1.2116], [3.3955, 2.2670, -1.4534], [2.2400, 1.5304, -1.1308], [2.1591, -0.2113, -1.5398], [3.6709, -0.9673, -0.7984], [3.5088, -2.4834, -0.6885], [5.0841, -0.6437, -1.3005], [2.0591, -0.3825, -3.3914], [0.8032, 0.3325, -3.9296], [3.3058, -0.0460, -4.1960], [0.3693, -3.5410, 3.6202], [-0.2367, -2.1958, 4.6258], [-1.2548, -2.9058, 3.3413], [0.4994, -2.1895, 1.6440], [1.7666, -0.6238, 3.9617], [2.4786, -1.9216, 2.9754], [2.0981, -0.3529, 2.2382], [-0.6246, 0.0187, 4.4830], [-2.1266, 2.3412, 3.1695], [-1.7480, 2.1391, 4.9028], [-0.4368, 2.4031, 3.6984], [-3.4673, 0.2708, 3.3217], [-2.7169, -1.3259, 3.5828], [-2.9884, -0.2473, 4.9563], [-4.0965, 1.0566, 1.4276], [-5.2057, 2.9601, 2.5275], [-4.5021, 4.6133, 2.3510], [-5.7220, 4.0285, 1.1704], [-2.8185, 5.0471, 0.6524], [-0.8513, 4.1952, -0.5272], [0.6162, 3.8516, 0.7761], [2.6917, 5.1229, 0.2456], [4.7058, 5.3466, -0.8847], [5.6789, 3.8423, -0.6933], [5.0356, 4.2823, -2.2998], [4.1591, 1.8376, -2.0978], [3.6093, -0.5568, 0.2369], [3.6594, -2.9675, -1.6672], [4.2572, -2.8958, 0.0156], [2.5035, -2.7717, -0.3471], [5.2313, -0.9253, -2.3528], [5.3425, 0.4262, -1.1944], [5.7965, -1.2406, -0.6999], [1.8960, -1.4914, -3.4805], [0.9155, 1.4257, -3.9318], [0.6497, -0.0148, -4.9745], [-0.0991, 0.0655, -3.3597], [3.6960, 0.9714, -4.0022], [4.1236, -0.7738, -4.0337], [3.0421, -0.0771, -5.2713], [-2.2583, -3.7837, 0.7204], [-4.3298, -3.4524, -0.4172], [-4.2605, -1.5235, -0.6617], [-5.5621, -0.8708, -0.5934], [-5.6551, 0.4802, -0.6677], [-4.3832, 1.2609, -0.7299], [-3.0806, 0.4705, -1.0463], [-3.1379, -0.9617, -0.9376], [-0.9961, -4.5854, -0.5282], [-0.5013, -5.8382, -0.1885], [0.4983, -6.3932, -0.9656], [1.0084, -5.6673, -2.0252], [0.4247, -4.4381, -2.2968], [-0.5543, -3.8959, -1.5634], [-6.4258, -1.5130, -0.4256], [-6.6236, 0.9817, -0.6482], [-4.4960, 2.1560, -1.3913], [-2.6075, 0.6639, -2.0348], [-0.9444, -6.3537, 0.6511], [0.9165, -7.3711, -0.7394], [1.8039, -6.0633, -2.6378], [0.7161, -3.8579, -3.1617]],
  "lowdin_charge": [0.772, -0.115, -0.632, -0.106, 1.190, -0.615, -0.103, -0.087, -0.109, -0.153, -0.200, -0.016, -0.006, 0.059, -0.299, 0.019, -0.272, -0.020, -0.014, -0.253, -0.036, -0.039, -0.278, 0.998, -0.541, -0.127, -0.091, -0.545, -0.109, -0.099, 0.105, 0.088, 0.021, 0.033, 0.090, 0.101, 0.057, 0.113, 0.058, 0.101, 0.088, 0.068, 0.061, 0.102, 0.151, 0.095, 0.098, 0.112, 0.136, 0.122, 0.108, 0.125, 0.083, 0.098, 0.098, 0.095, 0.105, 0.087, 0.095, 0.046, 0.067, 0.071, 0.094, 0.102, 0.091, 0.098, 0.033, 0.079, 0.072, 0.094, 0.640, 0.752, -0.637, -0.083, 0.017, -0.126, -0.280, -0.058, -0.655, -0.089, -0.034, -0.029, -0.128, -0.040, 0.105, 0.130, 0.175, 0.163, 0.105, 0.128, 0.119, 0.110]
}


# 3
{
  "formula": "C36H48N9O15",
  "method": "ωB97M-V with the def2-TZVPD basis set",
  "multiplicity": 1,
  "total_charge": -1,
  "homo_lumo_gap_ev": 6.91,
  "symbols": ["N", "O", "O", "O", "C", "C", "C", "C", "C", "C", "N", "O", "O", "H", "H", "H", "H", "H", "C", "C", "C", "C", "C", "C", "N", "O", "O", "H", "H", "H", "H", "H", "C", "C", "C", "C", "C", "C", "N", "O", "O", "H", "H", "H", "H", "H", "C", "C", "C", "C", "C", "C", "N", "O", "O", "H", "H", "H", "H", "H", "C", "O", "N", "C", "C", "H", "H", "H", "H", "H", "H", "H", "C", "O", "N", "C", "C", "H", "H", "H", "H", "H", "H", "H", "C", "O", "N", "C", "C", "H", "H", "H", "H", "H", "H", "H", "C", "O", "N", "C", "C", "H", "H", "H", "H", "H", "H", "H"],
  "coordinates": [[0.6881, -0.0540, -0.2084], [-0.4019, -0.1080, 0.4166], [1.7001, 0.3220, 0.3726], [0.8531, -0.4630, -1.3804], [-0.6919, -0.4080, 5.2346], [0.1741, -0.7530, 4.0706], [1.4601, -1.5110, 4.2756], [1.6611, -2.4430, 5.5796], [0.4731, -2.2500, 6.5756], [-0.5979, -1.1190, 6.4576], [2.8421, -3.2130, 5.8366], [2.8881, -3.7340, 6.9936], [3.6591, -3.2670, 4.8836], [-1.2369, 0.4380, 5.2346], [-0.0799, -0.1930, 3.0986], [2.0151, -1.6430, 3.4996], [0.7201, -2.6560, 7.6176], [-1.2119, -1.0130, 7.1596], [-3.4399, -0.8760, -0.6224], [-2.3829, -1.6990, -1.3664], [-2.8729, -2.5080, -2.6164], [-4.3229, -2.2820, -3.0704], [-5.1759, -1.2450, -2.3494], [-4.7249, -0.7250, -1.1014], [-4.9139, -3.0120, -4.1954], [-6.2839, -2.9890, -4.3624], [-4.2359, -3.6200, -4.9984], [-3.2669, -0.6500, 0.4746], [-1.3829, -1.6990, -1.2254], [-2.2989, -3.2740, -3.1704], [-6.0089, -1.0360, -2.7114], [-5.4959, -0.0390, -0.5044], [-2.4589, 3.5020, 2.8656], [-2.5449, 4.9250, 2.8286], [-1.5559, 5.7720, 2.0616], [-0.3879, 4.9970, 1.3516], [-0.2899, 3.4330, 1.4916], [-1.4149, 2.7350, 2.2476], [0.6851, 5.7990, 0.6686], [1.6361, 5.2170, 0.1666], [0.6951, 7.0320, 0.8236], [-3.4059, 2.9750, 3.3586], [-3.5119, 5.2490, 3.2176], [-1.6559, 6.7330, 2.1036], [0.6191, 2.9070, 1.0486], [-1.1869, 1.8010, 2.2876], [3.2171, 2.1090, 4.6146], [2.7371, 1.8320, 3.1396], [3.3761, 2.6840, 2.0156], [4.3041, 3.9650, 2.4716], [4.5761, 4.1990, 4.0346], [4.1121, 3.1820, 4.9596], [4.7641, 4.9850, 1.4616], [5.1751, 6.1210, 1.7756], [4.6871, 4.5360, 0.2626], [2.8621, 1.4690, 5.2526], [2.1161, 1.0660, 3.0026], [3.3531, 2.5820, 1.0656], [4.9761, 5.0080, 4.3736], [4.3161, 3.3470, 5.9256], [-0.2539, -5.1880, 3.1316], [0.8661, -5.1000, 3.4976], [-0.6949, -4.6250, 1.9676], [-1.9649, -5.1080, 1.3676], [0.1001, -3.6800, 1.2386], [-0.9429, -5.9910, 3.5636], [-2.0599, -6.0270, 1.3016], [-2.0429, -4.5910, 0.3916], [-2.8849, -5.0270, 1.8636], [0.4321, -3.9240, 0.2626], [1.2041, -3.4180, 1.7656], [-0.2669, -2.8520, 0.7496], [5.1921, -3.9070, -2.5904], [5.5201, -4.0760, -1.4304], [4.0391, -3.4090, -3.0024], [3.7011, -3.2880, -4.3734], [3.0701, -2.8420, -2.1184], [5.8331, -4.0990, -3.4744], [2.6561, -3.4590, -4.4894], [4.3151, -3.9550, -5.1444], [3.8211, -2.1310, -4.5984], [2.4401, -3.6580, -1.8344], [2.4791, -2.1490, -2.5354], [3.7261, -2.3900, -1.2754], [0.4821, -0.4570, -4.8054], [1.6511, -0.7840, -5.1474], [-0.4349, -0.1040, -5.7054], [-1.9009, -0.0400, -5.3604], [-0.1469, -0.0830, -7.1914], [0.1651, -0.6240, -3.7414], [-2.7269, -0.4490, -6.2594], [-2.0619, 0.9030, -4.7594], [-2.0229, -0.6370, -4.4424], [0.6331, 0.5380, -7.4674], [-0.9269, 0.2820, -7.6554], [0.2401, -1.0950, -7.4874], [-3.8269, 2.7000, -2.6284], [-4.7679, 3.4590, -2.9234], [-2.5949, 3.0660, -2.3964], [-1.6789, 2.0830, -1.8974], [-2.1959, 4.3870, -2.6824], [-4.0079, 1.7120, -2.4624], [-0.5479, 2.3280, -1.5694], [-1.4709, 1.3850, -2.6444], [-2.0619, 1.4470, -1.1434], [-1.1269, 4.3870, -2.7204], [-2.3499, 5.3600, -2.2784], [-2.5029, 4.6870, -3.6424]],
  "lowdin_charge": [-0.603, -0.089, -0.028, -0.060, -0.065, -0.015, 0.077, -0.070, 0.073, -0.025, -0.340, 0.028, 0.073, 0.046, 0.095, 0.007, 0.101, -0.004, -0.078, 0.028, 0.059, -0.088, 0.038, -0.120, -0.294, -0.048, 0.068, 0.121, 0.002, 0.097, 0.009, 0.154, -0.109, -0.075, 0.078, -0.027, 0.083, -0.034, -0.361, 0.057, 0.040, 0.134, 0.085, 0.013, 0.100, -0.012, 0.008, 0.051, 0.111, 0.015, 0.059, -0.075, -0.336, 0.043, 0.014, 0.012, -0.012, -0.009, 0.015, 0.044, -0.367, 0.033, -0.138, -0.018, -0.069, 0.151, -0.012, 0.104, 0.073, 0.058, 0.171, 0.024, -0.383, 0.000, -0.233, -0.091, -0.026, 0.128, 0.058, 0.124, 0.122, 0.089, 0.018, 0.144, -0.314, -0.044, -0.160, -0.051, -0.012, 0.125, 0.176, 0.071, 0.029, 0.058, 0.015, 0.114, -0.341, -0.008, -0.149, -0.045, -0.060, 0.088, 0.157, 0.036, 0.046, 0.083, 0.084, 0.074]
}